This record from the Open Molecules 2025 dataset describes C55H50CdF6N9O8S2Se as an isolated structure. The level of theory is the ωB97M-V functional and the def2-TZVPD basis.

Geometry as XYZ:
```
132
Properties=species:S:1:pos:R:3
Cd -0.716 0.339 -1.098
F -1.229 0.755 5.673
C -0.254 1.446 5.038
C -0.049 1.259 3.701
C 0.906 2.022 3.034
C 1.062 1.840 1.569
O 0.279 1.100 0.999
C 2.184 2.568 0.985
C 2.854 3.456 1.739
N 2.582 3.749 3.061
C 3.124 4.962 3.629
C 2.161 6.006 4.117
C 2.937 6.232 2.856
C 1.652 2.978 3.739
C 1.469 3.102 5.121
C 0.513 2.341 5.773
N 0.377 2.456 7.189
C 0.153 3.748 7.810
C 1.121 3.862 9.031
N 1.651 2.476 9.240
C 0.509 1.516 9.418
C -0.162 1.382 8.010
C 2.589 2.461 -0.474
O 3.809 2.419 -0.718
O 1.623 2.434 -1.277
H -0.668 0.555 3.136
H 3.685 4.004 1.313
H 4.056 4.835 4.168
H 2.426 6.582 4.995
H 1.107 5.781 4.021
H 3.741 6.956 2.862
H 2.401 6.158 1.919
H 2.078 3.798 5.687
H -0.880 3.833 8.160
H 0.333 4.544 7.096
H 0.610 4.189 9.932
H 1.966 4.517 8.836
H 2.374 2.407 9.948
H 1.990 2.240 8.292
H -0.170 1.927 10.159
H 0.897 0.568 9.781
H -1.246 1.440 8.121
H 0.076 0.425 7.560
F -8.269 -1.291 2.068
C -6.968 -1.035 1.902
C -6.111 -1.045 2.982
F -6.594 -1.313 4.205
C -4.772 -0.760 2.805
F -4.005 -0.774 3.909
C -4.224 -0.448 1.564
Se -2.399 0.030 1.392
C -5.121 -0.459 0.502
F -4.697 -0.184 -0.736
C -6.465 -0.737 0.655
F -7.293 -0.702 -0.394
C -3.632 2.750 -4.109
N -2.296 3.294 -3.917
C -1.435 3.717 -4.921
C -0.255 3.989 -4.339
N -0.410 3.762 -2.985
C -1.652 3.302 -2.721
S -2.308 2.899 -1.216
H -3.714 2.366 -5.122
H -4.394 3.509 -3.929
H -3.783 1.940 -3.402
H -1.745 3.784 -5.951
H 0.665 4.352 -4.766
H 0.349 3.583 -2.314
O -4.074 -9.677 -0.130
S -4.609 -9.019 -1.312
O -5.512 -7.922 -1.044
O -5.026 -9.910 -2.374
C -3.081 -8.235 -1.930
N -2.192 -9.051 -2.516
C -0.997 -8.533 -2.753
C -0.663 -7.226 -2.438
C -1.669 -6.445 -1.894
N -2.872 -6.953 -1.639
C -1.461 -5.006 -1.546
C -0.359 -4.289 -1.997
C -0.223 -2.957 -1.644
N -1.102 -2.313 -0.871
C -2.158 -3.003 -0.435
C -2.382 -4.335 -0.750
H -0.266 -9.196 -3.207
H 0.337 -6.851 -2.606
H 0.386 -4.739 -2.641
H 0.616 -2.375 -2.010
H -2.847 -2.454 0.197
H -3.260 -4.860 -0.396
O 2.620 -1.175 -2.105
C 2.856 -0.922 -0.826
O 1.984 -0.859 0.012
C 4.330 -0.748 -0.482
N 5.155 -0.727 -1.709
C 6.078 -1.873 -1.663
C 6.252 -2.183 -0.180
C 4.843 -1.931 0.369
H 4.405 0.198 0.042
H 5.638 0.155 -1.787
H 3.488 -1.035 -2.551
H 7.007 -1.647 -2.185
H 5.613 -2.728 -2.161
H 6.964 -1.483 0.266
H 6.602 -3.199 0.006
H 4.830 -1.696 1.432
H 4.215 -2.812 0.215
C 2.950 -0.232 -7.309
C 3.217 0.907 -6.562
C 2.462 1.189 -5.429
C 1.408 0.362 -5.027
C 1.170 -0.795 -5.780
C 1.928 -1.085 -6.905
C 0.713 0.668 -3.743
C -0.503 0.321 -3.288
C -1.587 -0.209 -4.156
C -1.725 0.204 -5.488
C -2.735 -0.290 -6.299
C -3.652 -1.211 -5.802
C -3.573 -1.586 -4.468
C -2.570 -1.069 -3.655
H 3.547 -0.466 -8.183
H 4.020 1.575 -6.856
H 2.695 2.060 -4.822
H 0.390 -1.477 -5.464
H 1.721 -1.986 -7.472
H 1.375 1.180 -3.048
H -1.022 0.925 -5.890
H -2.808 0.046 -7.329
H -4.425 -1.620 -6.442
H -4.303 -2.269 -4.046
H -2.551 -1.331 -2.607
```

Calculated values
Largest force on an atom ... 0.74 eV/A
Charge ... -1
ΔE to the lowest compared entry with this formula, charge and spin ... 1.309 eV
Spin multiplicity ... 1